i.
9
Properties=species:S:1:pos:R:3 method="wB97M-V/def2-TZVPD" smiles="CN[N+]([O-])=S" orbital_gap_ev=8.72
C 0.3107 -0.1462 0.0073
N -0.6771 0.7999 0.5115
N -0.7989 0.9491 1.9045
O 0.0744 0.4276 2.6108
S -2.0305 1.8982 2.3085
H 0.3633 -1.1403 0.4885
H 0.0934 -0.0408 -1.0074
H 1.2885 0.3725 0.1040
H -1.5326 0.7908 -0.1108

---

ii.
9
Properties=species:S:1:pos:R:3 method="wB97M-V/def2-TZVPD" smiles=C#[N+][S-].NO orbital_gap_ev=9.06
C 0.9425 -1.7893 -0.8707
N 0.5565 -0.9111 -1.6206
N -0.5510 1.4534 0.8510
O -0.3510 0.3592 1.7384
S 0.2672 -0.0645 -2.8568
H -1.2290 0.3237 2.1644
H 1.1315 -2.4065 -0.0843
H -1.1181 1.2734 0.0743
H 0.3514 1.7618 0.6043

---

If you had to bet on the most stable structure above, which would it be? Bet on i.